No. 1
Below is a cluster of 2 separate species, C5H12O2 in total in a non-equilibrium geometry, with properties calculated with the ωB97M-V functional and the def2-TZVPD basis.

```
19
Properties=species:S:1:pos:R:3:forces:R:3
O -2.22892 -1.18800 0.43519 -1.14 0.17 -0.55
C -1.21899 -1.44550 0.96929 0.49 -0.36 0.38
C -0.04905 -0.48804 1.08310 1.31 0.27 0.29
C 0.48025 -0.06970 -0.28035 -0.03 0.08 -1.63
C 1.20064 -1.16809 -1.10766 0.55 0.42 0.31
C 1.28665 1.23561 -0.10513 -0.06 -0.57 0.52
H -1.14586 -2.46267 1.41658 0.15 -0.16 0.11
H 0.75878 -0.98114 1.61888 -0.16 -0.25 0.23
H -0.39382 0.34517 1.70181 -0.32 0.09 -0.13
H -0.32884 0.20100 -0.96586 -0.42 0.11 0.55
H 2.26260 -0.98472 -1.18306 0.43 0.36 0.20
H 1.19378 -2.19236 -0.72066 -0.70 0.06 -0.19
H 0.84627 -1.04385 -2.12969 -0.09 -0.72 0.02
H 0.55921 2.00884 0.09276 0.05 0.51 0.11
H 1.87032 1.48057 -0.99030 -0.15 -0.13 -0.09
H 1.97110 1.16500 0.74184 0.08 0.05 -0.03
H -2.24547 2.55380 -0.52236 0.07 0.59 -0.35
H -2.17130 1.11150 -0.12203 -0.11 -0.06 -0.18
O -2.64737 1.92262 0.06765 0.04 -0.45 0.43
```
Forces are in eV/Å.

Values from the calculation:
Total charge: +1
Highest occupied orbital energy (alpha / beta) (eV): -15.22 / -15.21
⟨S²⟩: 0.757
LUMO (alpha / beta) (eV): -5.99 / -9.94
Energy relative to the best compared isomer or geometry (same formula, charge and spin) (kcal per mole): 24.1
Spin multiplicity: 2

---

No. 2
Below is a cluster of 3 separate species, C5H12O3 in total, with properties calculated with the ωB97M-V functional and the def2-TZVPD basis.

```
20
Properties=species:S:1:pos:R:3:forces:R:3
C -1.82174 0.50649 0.65361 0.32 -0.02 -0.16
C -0.79046 0.75996 -1.10226 -0.05 -0.24 0.58
O -2.00892 -0.68757 1.00294 0.16 0.16 0.03
O -1.15523 1.38882 1.53908 -0.04 -0.18 -0.15
O -0.09215 1.97313 -1.05251 0.00 0.08 0.00
H -0.67582 -1.48585 0.76464 -0.13 0.17 -0.03
H -0.84188 0.85280 2.28009 -0.07 -0.03 -0.07
H -0.35763 2.43456 -0.24494 0.01 -0.09 -0.02
H -2.64850 1.06558 0.21134 0.04 0.00 0.00
H -1.76895 0.84774 -1.57789 0.05 0.02 -0.01
H -0.23537 0.03807 -1.69040 0.06 -0.01 -0.07
C 1.94100 -0.43475 -0.94970 -0.01 -0.01 -0.09
C 1.01412 -0.45607 0.20310 -0.37 0.00 -0.05
C 0.47865 -1.65347 0.76394 0.21 -0.02 -0.07
H 0.94887 0.45871 0.77727 0.00 0.04 0.04
H 1.76707 -1.26349 -1.63864 -0.02 0.03 0.06
H 1.91399 0.52019 -1.47483 -0.04 -0.03 0.04
H 2.95933 -0.55679 -0.55235 -0.10 0.01 0.03
H 0.74926 -2.56983 0.24212 0.01 0.06 -0.01
H 0.62435 -1.73822 1.84538 -0.04 0.06 -0.05
```
Forces are in eV/Å.

Values from the calculation:
Highest occupied orbital energy (eV): -7.87
LUMO (eV): -0.58
Energy relative to the best compared isomer or geometry (same formula, charge and spin) (kcal per mole): 123.2
Spin multiplicity: 1

---

No. 3
Below is an isolated molecule of C5H12O3 in a non-equilibrium geometry, with properties calculated with the ωB97M-V functional and the def2-TZVPD basis.

```
20
Properties=species:S:1:pos:R:3:forces:R:3
C -0.85209 1.00471 0.34067 0.09 -1.34 -2.44
C 1.23366 -0.54185 0.45989 -0.46 -0.41 0.31
C -0.19494 -0.22342 0.99049 0.13 0.41 0.03
C -1.31245 0.62709 -1.21542 -0.53 0.70 1.78
C 1.33165 -1.99115 -0.00151 0.26 0.26 0.15
O -1.99715 1.30381 1.06214 -0.18 0.10 0.06
O -0.02681 2.11099 0.32162 1.17 0.26 -0.04
O 1.62628 0.33261 -0.59510 -0.76 -0.42 -1.66
H 0.85238 1.77781 -0.02850 -1.07 0.53 0.35
H -2.17846 2.24437 0.93543 0.02 -0.08 -0.04
H 0.99415 0.14165 -1.35497 1.34 0.41 1.29
H 1.96103 -0.35385 1.25613 -0.09 -0.03 -0.16
H -0.14824 -0.01666 2.06021 -0.05 -0.06 0.02
H -0.86211 -1.06999 0.83319 0.00 -0.07 0.08
H -1.99154 -0.21627 -1.13254 -0.06 -0.17 -0.12
H -0.60626 0.43863 -2.02713 0.38 -0.06 0.39
H -1.89444 1.48161 -1.55623 -0.09 0.10 0.02
H 1.11582 -2.66489 0.82528 -0.05 -0.08 0.03
H 0.61562 -2.18584 -0.80069 -0.09 0.00 -0.04
H 2.33387 -2.19936 -0.37298 0.03 -0.04 -0.01
```
Forces are in eV/Å.

Values from the calculation:
Highest occupied orbital energy (eV): -9.68
LUMO (eV): 0.81
Energy relative to the best compared isomer or geometry (same formula, charge and spin) (kcal per mole): 25.0
Spin multiplicity: 1

---

No. 4
Below is a cluster of 2 separate species, C5H12OS in total, with properties calculated with the ωB97M-V functional and the def2-TZVPD basis.

```
19
Properties=species:S:1:pos:R:3:forces:R:3
C 2.50109 1.94963 0.09379 -0.01 -0.48 0.11
S 2.04825 0.18995 -0.00705 -0.30 0.33 -0.17
C 1.21573 0.25859 -1.62795 0.78 0.18 0.09
H 1.61143 2.57191 0.16625 -0.01 0.04 -0.16
H 3.09795 2.18830 -0.78245 0.02 0.24 0.04
H 3.08759 2.09263 0.99872 0.08 -0.03 -0.05
H 0.65909 -0.66334 -1.75178 -0.25 0.10 -0.03
H 0.60323 1.15652 -1.67446 -0.37 -0.22 0.05
H 1.96124 0.34210 -2.42165 0.00 -0.11 0.05
C -2.15767 -0.79939 -0.62061 0.11 -0.01 0.12
C -1.68237 -0.68723 0.61275 -0.21 -0.09 0.26
O -1.12656 0.47894 1.10342 -0.15 0.07 -0.15
C -1.73123 -1.77961 1.63803 0.29 0.10 0.02
H -2.60955 -1.73451 -0.91743 -0.02 0.03 -0.13
H -2.10670 0.01671 -1.32763 -0.03 0.02 0.01
H -0.21677 0.54756 0.77873 0.20 -0.05 0.05
H -2.11144 -2.70577 1.21383 0.02 -0.04 0.05
H -0.71450 -1.91899 2.01724 -0.05 -0.20 -0.05
H -2.32880 -1.50402 2.50824 -0.12 0.13 -0.11
```
Forces are in eV/Å.

Values from the calculation:
Highest occupied orbital energy (eV): -8.89
LUMO (eV): 0.83
Energy relative to the best compared isomer or geometry (same formula, charge and spin) (kcal per mole): 21.2
Spin multiplicity: 1

---

No. 5
Below is the ion C5H12S with charge -1 in a non-equilibrium geometry, with properties calculated with the ωB97M-V functional and the def2-TZVPD basis.

```
18
Properties=species:S:1:pos:R:3:forces:R:3
C -0.88981 1.43896 -1.90223 -0.35 -0.71 -1.82
C -0.35549 -0.01372 -2.26414 0.23 1.89 -0.43
C -0.59287 -0.95191 -1.11465 -1.79 -1.11 0.37
C 0.37335 -1.14319 0.01007 0.10 1.88 2.61
S 0.16551 0.31918 1.20988 -0.91 0.55 -0.78
C 1.10246 -0.00141 2.69620 -3.20 -2.21 1.72
H -1.10205 1.97073 -2.88869 0.55 -0.18 1.30
H -1.87999 1.29726 -1.44455 0.31 0.20 0.07
H -0.24602 2.01064 -1.20723 -0.27 -0.36 -0.54
H 0.69440 0.04695 -2.65525 -0.56 -0.13 0.94
H -0.85450 -0.44545 -3.16980 -0.24 0.56 0.72
H -0.60499 -1.91060 -1.58852 -0.16 -1.11 -0.24
H -1.70568 -0.85833 -0.69502 2.33 0.09 -0.71
H 0.21575 -2.01206 0.65553 -0.19 -0.31 -0.52
H 1.41096 -0.98342 -0.15058 0.81 -0.60 -1.08
H 2.02485 0.44488 2.78995 2.34 0.65 -0.31
H 1.08862 -1.12982 2.92344 0.35 1.65 -0.26
H 0.48473 0.48992 3.52121 0.66 -0.74 -1.02
```
Forces are in eV/Å.

Values from the calculation:
Total charge: -1
Highest occupied orbital energy (alpha / beta) (eV): 1.51 / -4.83
⟨S²⟩: 0.751
LUMO (alpha / beta) (eV): 3.49 / 4.00
Energy relative to the best compared isomer or geometry (same formula, charge and spin) (kcal per mole): 11.4
Spin multiplicity: 2

---

No. 6
Below is an isolated molecule of C5H12S in a non-equilibrium geometry, with properties calculated with the ωB97M-V functional and the def2-TZVPD basis.

```
18
Properties=species:S:1:pos:R:3:forces:R:3
C -1.85142 -0.85578 -0.08713 -0.41 -1.24 0.09
C -0.77937 -0.07843 -0.80992 0.17 -1.32 0.10
C 0.53500 0.01165 -0.05504 1.17 1.67 0.43
C 1.36151 1.08162 -0.81302 0.76 -0.64 -0.96
C 0.41349 0.53193 1.39020 -0.96 -1.35 0.24
H -1.39080 -1.82971 0.27204 -0.68 1.02 -0.25
H -2.70572 -1.14673 -0.78063 0.91 0.58 1.05
H -2.18911 -0.26686 0.79483 -0.13 -0.63 -0.61
H -1.09670 0.90019 -1.04197 -0.59 1.34 -0.05
H -0.56151 -0.52424 -1.77607 0.05 -0.25 -0.16
H 0.72004 1.96167 -0.94634 0.31 -0.07 0.05
H 1.58506 0.65804 -1.84278 -0.01 0.74 1.04
H 2.31808 1.37953 -0.30162 -0.94 -0.45 -0.50
H 1.35433 0.75166 1.88510 0.30 -0.02 -0.35
H -0.19654 1.44003 1.39415 -0.09 -0.14 0.11
H -0.06323 -0.27407 1.99977 0.05 0.83 -0.20
H 1.02808 -2.22870 0.87543 -0.11 0.29 -0.14
S 1.51881 -1.51179 -0.15700 0.20 -0.34 0.11
```
Forces are in eV/Å.

Values from the calculation:
Highest occupied orbital energy (eV): -9.05
LUMO (eV): 0.84
Energy relative to the best compared isomer or geometry (same formula, charge and spin) (kcal per mole): 0.0
Spin multiplicity: 1